{
  "formula": "C23H50Cl18N2OP",
  "method": "ωB97M-V/def2-TZVPD",
  "charge": -1,
  "energy_ha": -9715.98460,
  "homo_lumo_gap_ev": 4.93,
  "lumo_ev": 1.73,
  "species": ["N", "C", "C", "C", "C", "C", "N", "P", "O", "H", "H", "H", "H", "H", "H", "H", "H", "H", "H", "H", "H", "H", "H", "Cl", "C", "C", "Cl", "H", "H", "H", "H", "Cl", "C", "C", "Cl", "H", "H", "H", "H", "Cl", "C", "C", "Cl", "H", "H", "H", "H", "Cl", "C", "C", "Cl", "H", "H", "H", "H", "Cl", "C", "C", "Cl", "H", "H", "H", "H", "Cl", "C", "C", "Cl", "H", "H", "H", "H", "Cl", "C", "C", "Cl", "H", "H", "H", "H", "Cl", "C", "C", "Cl", "H", "H", "H", "H", "Cl", "C", "C", "Cl", "H", "H", "H", "H"],
  "xyz": [[1.913162, -0.700340, 1.893476], [1.821408, 0.641213, 1.302201], [1.304656, 1.688894, 2.285104], [-0.194146, 1.592914, 2.653383], [-1.167288, 2.051949, 1.552499], [-1.630189, 0.995936, 0.517215], [-2.808873, 0.213517, 0.933221], [-2.392981, -1.175112, 1.716319], [-2.925598, -2.482630, 1.159135], [1.670661, -0.682299, 2.872735], [1.349267, -1.366372, 1.389615], [2.852782, 0.936203, 1.047972], [1.285181, 0.632240, 0.352484], [1.508121, 2.714230, 1.966144], [1.865666, 1.537245, 3.218338], [-0.332041, 2.273594, 3.504279], [-0.405581, 0.590768, 3.037612], [-0.727948, 2.912744, 1.024916], [-2.075609, 2.414885, 2.041992], [-0.812616, 0.344765, 0.170815], [-1.952393, 1.570251, -0.367548], [-0.969157, -1.241310, 1.731204], [-2.777295, -1.014039, 3.075181], [-3.528314, -7.565911, -1.706847], [-2.786335, -5.991454, -1.281056], [-3.777591, -4.861581, -1.340506], [-4.294010, -4.521508, -3.019973], [-1.950769, -5.820865, -1.949892], [-2.401855, -6.085943, -0.267561], [-3.319315, -3.950455, -0.949287], [-4.666182, -5.074889, -0.753360], [-0.341774, -7.432146, -3.348032], [-1.413585, -7.038244, -4.715776], [-0.754446, -7.294386, -6.047471], [0.581158, -6.156242, -6.374014], [-1.722939, -6.000227, -4.612088], [-2.296431, -7.668772, -4.615428], [-1.481463, -7.163797, -6.846869], [-0.353114, -8.295726, -6.100094], [-1.694934, -9.910586, -7.505696], [-1.185161, -11.390490, -8.356207], [0.174480, -11.237741, -8.990478], [0.154419, -10.089181, -10.352104], [-1.943818, -11.633343, -9.096083], [-1.156740, -12.188688, -7.615987], [0.501690, -12.197087, -9.388146], [0.911459, -10.890991, -8.270272], [1.399189, 4.649303, 5.270519], [2.104790, 3.858663, 6.703541], [2.948271, 2.664617, 6.335352], [1.960182, 1.330342, 5.691585], [1.291515, 3.579181, 7.369417], [2.720830, 4.602640, 7.204497], [3.458350, 2.286223, 7.212678], [3.695699, 2.920980, 5.587265], [-5.562640, -0.707696, 2.955463], [-5.669461, -2.459759, 3.220261], [-5.668982, -2.827882, 4.684385], [-4.103912, -2.504388, 5.475977], [-4.838324, -2.919851, 2.682392], [-6.603013, -2.794956, 2.767984], [-5.860704, -3.894980, 4.792744], [-6.434252, -2.280889, 5.230585], [2.181649, 5.313923, 0.116159], [3.871181, 5.751332, 0.459046], [4.724153, 4.529553, 0.690895], [4.279536, 3.694716, 2.197327], [3.881042, 6.412981, 1.322223], [4.244918, 6.302187, -0.403631], [5.771456, 4.817409, 0.776548], [4.625816, 3.818783, -0.126284], [0.582624, 3.336968, -3.628359], [-0.848394, 4.375092, -3.853058], [-0.949690, 5.442968, -2.793438], [-1.317804, 4.753717, -1.192552], [-1.729715, 3.737721, -3.857182], [-0.750795, 4.839674, -4.831608], [-1.755569, 6.129859, -3.034715], [-0.027390, 6.013531, -2.710639], [4.896345, 3.917122, 8.816004], [6.412862, 3.003627, 9.034799], [6.975775, 2.499439, 7.727974], [5.967848, 1.223514, 6.999370], [6.214741, 2.186019, 9.723259], [7.124530, 3.683100, 9.501394], [7.959232, 2.064755, 7.900175], [7.075278, 3.303210, 7.002341], [0.234985, 7.234518, -6.016969], [-1.224404, 8.237735, -6.207177], [-1.354283, 9.258481, -5.106054], [-1.713196, 8.522893, -3.521758], [-2.088737, 7.578840, -6.244899], [-1.134894, 8.746442, -7.165756], [-2.176929, 9.936291, -5.329044], [-0.443311, 9.843041, -5.004082]],
  "forces_ev_per_a": [[0.183, 0.174, -0.356], [0.982, 0.395, 0.049], [-0.708, -0.395, 0.358], [0.396, 0.527, -0.054], [0.149, -0.433, -0.021], [-1.223, 0.219, -0.169], [1.619, -1.332, 1.201], [-1.235, 1.369, -2.047], [-0.031, -0.004, 0.640], [-0.261, -0.157, -0.044], [-0.252, -0.050, 0.289], [-0.128, 0.110, -0.095], [-0.235, -0.067, 0.157], [0.111, -0.122, -0.256], [0.051, 0.159, -0.345], [0.024, -0.140, 0.033], [-0.251, -0.024, -0.176], [0.123, -0.081, 0.106], [-0.065, -0.046, -0.157], [0.211, 0.190, 0.144], [0.205, -0.066, -0.004], [0.022, 0.009, 0.299], [0.296, -0.403, 0.000], [-0.004, -0.065, -0.047], [-0.051, 0.203, 0.171], [0.146, 0.211, 0.234], [-0.030, -0.060, -0.084], [0.007, -0.069, -0.083], [-0.071, 0.017, 0.022], [-0.024, -0.003, 0.061], [-0.038, -0.012, -0.073], [0.183, -0.050, -0.087], [-0.168, 0.040, -0.043], [-0.040, 0.256, 0.161], [0.037, 0.010, -0.012], [0.048, 0.004, 0.024], [0.021, -0.018, 0.014], [-0.013, 0.046, 0.015], [0.154, -0.019, 0.066], [-0.125, -0.268, -0.195], [-0.041, -0.137, 0.019], [0.048, -0.076, 0.021], [0.008, 0.021, 0.001], [0.006, 0.081, -0.024], [0.049, 0.026, 0.019], [-0.046, -0.009, -0.011], [-0.034, 0.068, -0.008], [-0.024, -0.003, -0.018], [0.009, 0.023, 0.051], [-0.103, 0.021, -0.065], [-0.006, -0.063, 0.268], [-0.042, -0.043, -0.079], [0.042, 0.005, -0.049], [-0.064, 0.005, 0.057], [-0.052, 0.009, -0.045], [-0.149, 0.047, 0.065], [0.089, -0.157, -0.105], [-0.150, -0.057, -0.073], [-0.004, 0.014, 0.066], [0.093, 0.135, -0.009], [-0.031, -0.009, 0.062], [0.042, -0.007, -0.039], [0.054, 0.062, 0.012], [-0.068, 0.035, -0.015], [0.001, 0.060, -0.077], [0.123, 0.014, -0.029], [0.054, -0.031, 0.063], [-0.030, -0.064, 0.045], [0.010, -0.053, -0.025], [-0.020, 0.046, 0.026], [-0.084, -0.017, 0.028], [0.020, -0.015, -0.003], [-0.102, 0.044, -0.071], [-0.024, -0.136, 0.101], [0.052, -0.004, 0.039], [0.052, -0.061, 0.105], [0.042, 0.048, 0.000], [0.006, -0.246, -0.037], [0.031, -0.049, 0.000], [0.115, 0.023, 0.107], [0.150, -0.021, 0.050], [0.051, -0.001, -0.011], [0.097, -0.006, 0.038], [-0.082, -0.018, -0.051], [0.003, 0.023, -0.051], [-0.012, -0.002, 0.054], [-0.073, 0.000, -0.004], [0.016, -0.031, 0.014], [-0.057, 0.031, -0.061], [-0.074, 0.177, 0.013], [0.027, 0.351, -0.154], [0.039, -0.043, 0.066], [0.018, 0.033, 0.023], [-0.020, -0.041, -0.040], [0.029, -0.058, 0.042]]
}



{
  "formula": "C23H50ClIN4O5P2S2",
  "method": "ωB97M-V/def2-TZVPD",
  "charge": -2,
  "energy_ha": -3738.43830,
  "homo_lumo_gap_ev": 2.01,
  "lumo_ev": 1.01,
  "species": ["C", "C", "C", "C", "C", "C", "C", "C", "C", "C", "C", "C", "C", "C", "S", "N", "C", "C", "C", "C", "C", "S", "C", "C", "C", "N", "N", "Cl", "C", "I", "P", "N", "O", "H", "H", "H", "H", "H", "H", "H", "H", "H", "H", "H", "H", "H", "H", "H", "H", "H", "H", "H", "H", "H", "H", "H", "H", "H", "H", "H", "H", "H", "H", "H", "H", "H", "H", "H", "H", "H", "H", "H", "H", "H", "H", "H", "H", "H", "H", "H", "H", "H", "H", "O", "P", "O", "O", "O"],
  "xyz": [[-1.010589, -6.317438, 1.991892], [-2.032271, -6.629944, 0.891472], [-1.531049, -6.134119, -0.481193], [-2.652948, -6.171439, -1.530528], [-2.443333, -5.236223, -2.740322], [-0.954863, -5.031820, -3.161137], [-0.477726, -3.638420, -2.738318], [0.974232, -3.323608, -3.174098], [1.794339, -2.647932, -2.048960], [1.117136, -1.418650, -1.397963], [2.018518, -0.183375, -1.604037], [1.335643, 1.178550, -1.473376], [0.507883, 1.432456, -0.165158], [1.189966, 2.451149, 0.806183], [2.959566, 1.675336, 1.033159], [1.460000, 3.677194, 0.130865], [0.893529, 4.903769, 0.683601], [1.582348, 6.096003, -0.049333], [-0.591644, 4.946057, 0.182594], [-1.353484, 6.245681, 0.520292], [-2.303115, 6.637221, -0.628247], [-3.561739, 5.344300, -0.891944], [0.983041, 5.005493, 2.199167], [2.307410, 5.412596, 2.858756], [3.606243, 4.665850, 2.577161], [4.096453, 4.725601, 1.179790], [0.271284, 3.839537, 2.785989], [0.176260, 3.920713, 4.849136], [0.497321, 2.523020, 2.232214], [-1.820226, 1.581853, 2.152704], [1.344388, 1.262561, 3.346357], [0.154321, 0.747387, 4.509266], [2.518510, 1.999198, 4.289232], [-0.017310, -6.646182, 1.674072], [-1.241535, -6.870244, 2.906624], [-0.976699, -5.252447, 2.226218], [-2.098438, -7.719169, 0.814650], [-3.018333, -6.231100, 1.130272], [-1.111703, -5.136857, -0.323269], [-0.754086, -6.837181, -0.792271], [-3.576743, -5.857387, -1.042682], [-2.749467, -7.188651, -1.933588], [-2.830264, -4.243620, -2.487106], [-2.980093, -5.574683, -3.625465], [-0.294689, -5.803568, -2.765933], [-0.915899, -5.053278, -4.255193], [-1.113678, -2.839981, -3.130516], [-0.546637, -3.534658, -1.650570], [1.476436, -4.269513, -3.394011], [0.996679, -2.645209, -4.031438], [2.787402, -2.380122, -2.424179], [1.980245, -3.422034, -1.295789], [0.093209, -1.239101, -1.723524], [1.100262, -1.612741, -0.320829], [2.376000, -0.246853, -2.643313], [2.926807, -0.284699, -1.010008], [2.051102, 1.987386, -1.643784], [0.636267, 1.248057, -2.316863], [-0.460105, 1.797936, -0.499808], [0.462175, 0.479506, 0.356375], [2.816521, 0.343607, 0.982295], [1.194623, 3.669363, -0.843091], [2.484413, 5.753645, -0.550430], [0.938021, 6.486259, -0.845841], [1.776886, 6.940984, 0.610804], [-1.148097, 4.069326, 0.521850], [-0.515699, 4.902666, -0.909848], [-0.722441, 7.068320, 0.857461], [-2.013520, 6.008852, 1.365735], [-1.706948, 6.799682, -1.528152], [-2.809525, 7.567843, -0.371522], [-3.282341, 4.447587, 0.075540], [0.326146, 5.859225, 2.418946], [2.490364, 6.450498, 2.551861], [2.211471, 5.478618, 3.943540], [4.372376, 5.177207, 3.185172], [3.638118, 3.632214, 2.914745], [4.702296, 3.928947, 1.026706], [4.718510, 5.524606, 1.116877], [-0.709352, 4.044016, 2.588567], [0.197936, 1.306272, 5.358084], [0.357458, -0.221678, 4.712153], [2.515442, 1.524012, 5.123882], [-6.221944, -9.532528, -4.209220], [-5.019895, -8.983331, -3.448900], [-4.046071, -10.127439, -3.184101], [-5.466791, -8.380861, -2.121562], [-4.334267, -7.900078, -4.274836]],
  "forces_ev_per_a": [[-0.270, -0.277, -0.017], [0.894, -0.292, -0.238], [-0.792, -0.363, 0.451], [0.317, 0.314, -0.609], [0.841, 0.140, 0.078], [-0.955, 0.937, -0.238], [0.844, 0.142, 0.056], [0.148, 0.298, 0.898], [-0.525, -0.536, -0.071], [1.293, 0.101, 0.590], [-0.234, -0.057, -0.967], [-0.403, 0.218, 0.179], [1.358, 0.026, -0.427], [0.309, -1.338, -0.248], [0.900, 0.663, -0.299], [-0.304, 0.401, 1.044], [-0.167, 0.809, -1.373], [-0.251, -0.046, -0.246], [0.477, 0.785, 0.420], [-1.016, -0.947, 0.239], [0.634, 0.020, 0.957], [-0.352, 0.018, -0.467], [-0.480, 0.021, -0.302], [0.529, -0.050, -0.430], [0.985, 0.248, 0.124], [0.175, 0.198, 0.224], [-0.057, -0.606, -6.541], [-0.394, 0.502, 5.608], [0.943, 1.579, 0.009], [-0.265, 0.140, -0.208], [-1.059, -2.380, 0.183], [1.209, 0.591, 0.075], [-0.327, 0.292, -0.775], [0.021, 0.130, -0.002], [-0.029, 0.139, 0.048], [0.067, 0.004, -0.027], [-0.408, 0.021, 0.101], [0.006, 0.026, -0.006], [0.049, 0.015, -0.302], [0.317, 0.361, 0.036], [-0.176, -0.388, -0.108], [-0.263, 0.149, 0.424], [-0.072, -0.042, -0.048], [-0.314, -0.242, 0.291], [0.026, -0.005, -0.037], [0.216, -0.266, 0.039], [-0.291, -0.305, -0.086], [-0.004, -0.121, -0.011], [0.037, 0.137, -0.421], [-0.076, -0.345, -0.252], [-0.077, 0.085, -0.046], [-0.091, 0.107, 0.085], [0.032, -0.054, -0.169], [-0.449, 0.080, -0.028], [-0.009, 0.122, 0.045], [-0.122, 0.095, 0.162], [0.151, -0.172, 0.091], [-0.044, -0.068, 0.083], [-0.226, -0.063, 0.599], [-0.638, 0.068, 0.104], [-0.385, 0.159, 0.208], [0.119, -0.496, -0.080], [0.243, 0.080, 0.425], [-0.104, -0.050, 0.094], [0.253, -0.077, -0.012], [0.078, -0.024, -0.056], [-0.049, -0.258, 0.035], [0.136, 0.041, -0.377], [0.161, 0.253, 0.149], [-0.230, -0.157, -0.177], [-0.108, -0.039, -0.123], [0.256, 0.342, -0.033], [0.050, -0.211, 0.239], [-0.060, -0.028, -0.106], [-0.439, -0.329, -0.054], [-0.272, -0.156, 0.311], [-0.518, -0.009, -0.012], [-0.173, -0.190, -0.153], [-0.100, 0.114, -0.164], [0.220, -0.252, 1.409], [-0.520, 0.198, -0.011], [-0.104, -0.088, 0.043], [-0.109, 0.169, 0.211], [-0.126, -0.275, 0.384], [0.011, -0.034, -0.014], [0.100, -0.068, -0.492], [-0.338, 0.316, -0.232], [0.370, 0.049, 0.345]]
}